C30H60N10O9S | ωB97M-V/def2-TZVPD

Structure (XYZ):
```
110
Properties=species:S:1:pos:R:3:forces:R:3:lowdin_charge:R:1
H -0.26161 4.05464 5.78232 -0.1 0.1 0.0 0.132
H 2.09114 1.21946 6.24343 0.1 -0.1 0.2 0.082
C -3.11914 6.29536 1.54962 0.2 2.2 1.3 0.007
H -6.47255 6.95594 2.85661 1.3 0.2 -0.3 0.114
H 0.28280 -3.37398 -3.41986 -0.1 -0.1 -0.1 0.088
O -1.49653 5.22810 4.12426 0.0 0.0 0.3 0.035
H 1.95249 -9.33541 -3.88020 0.2 0.0 0.2 0.084
H -2.96848 6.44015 6.55987 0.1 0.1 0.1 0.090
C -0.55139 -2.25127 -0.52957 0.2 0.2 0.2 -0.527
C 4.72937 -0.55578 4.32611 0.1 -0.1 0.0 -0.007
N -2.61017 9.67701 3.32600 -3.1 -2.1 -0.2 -0.257
C -2.35064 7.44890 2.00237 -3.1 -1.3 -0.1 0.003
N -2.95013 -4.98973 -5.00656 -0.4 0.3 0.4 0.024
H -0.24268 -8.33294 -4.38341 0.1 0.0 0.0 0.140
O 3.86079 0.68675 2.47577 0.3 0.0 0.4 0.019
C 0.86068 1.97391 1.50945 -0.3 0.3 -0.2 -0.072
H 0.40806 2.69244 -0.43482 0.0 0.0 0.1 0.105
C -5.38522 7.10616 2.63220 3.5 -0.9 -1.4 0.054
C 3.90930 0.53535 3.68790 -0.1 0.2 -0.3 -0.527
H 2.95468 -0.50321 -0.89154 -0.1 0.1 -0.1 0.079
H 2.67142 -6.65402 -5.89788 0.1 0.1 0.2 0.093
C -2.04219 -2.29536 -0.72718 0.0 0.1 0.1 -0.006
H 2.68457 2.07072 4.00534 0.0 0.0 0.1 0.132
H 0.36180 6.60718 -1.55671 -0.1 -0.1 0.0 0.085
H -1.54833 7.48415 6.24007 -0.1 0.0 0.1 0.092
N 5.36413 -6.27514 -1.03910 -0.3 0.3 -0.2 0.004
H 1.21384 -2.87485 -1.19300 -0.1 0.1 -0.1 0.117
N 3.20868 1.36643 4.50496 0.2 -0.3 -0.1 0.012
C -5.23600 -4.35736 -4.37646 -0.1 0.1 0.1 -0.008
H 3.48766 2.31652 6.32493 0.0 -0.1 0.2 0.083
H -2.40450 -3.31978 -0.63169 -0.1 0.1 -0.3 0.085
H -2.85155 -5.41671 -7.02659 -0.1 -0.2 -0.1 0.087
O -0.03175 -1.60576 0.37386 -0.3 -0.2 0.1 0.008
H -2.31822 3.34405 -3.74430 0.1 0.0 -0.2 0.083
H 1.44024 -8.22781 -2.58590 0.3 0.0 0.1 0.082
H 5.49072 -0.12209 4.97724 -0.1 -0.1 0.1 0.085
O -3.24422 -3.63865 -3.25205 -0.4 0.0 0.0 -0.003
H -1.15084 5.93194 7.95816 0.0 -0.1 -0.1 0.074
C -1.47456 5.55847 5.30015 0.0 -0.2 -0.5 -0.537
H 1.68779 -5.23233 -6.27273 -0.1 -0.1 0.0 0.087
H -5.49052 -3.96218 -5.36145 -0.1 -0.2 0.0 0.085
C 1.63456 1.16136 -0.75199 -0.1 -0.1 -0.3 -0.538
H -2.00229 3.25214 -1.29920 0.0 0.0 -0.1 0.146
H 5.11661 -6.91091 0.91784 0.0 0.2 0.2 0.083
C -0.59027 5.06487 7.61956 0.3 -0.4 -0.3 -0.082
C 1.74336 -8.29266 -3.63310 -0.4 -0.2 0.0 -0.069
H -0.93957 4.17725 8.15148 0.0 0.2 0.2 0.081
H 2.64079 -7.69740 -3.78743 -0.1 0.0 0.0 0.063
H -2.94332 -6.82502 -5.94907 -0.1 0.0 -0.3 0.071
H 0.47031 5.21267 7.83437 -0.1 0.1 0.3 0.080
H 3.73490 0.55693 6.38439 0.0 0.0 -0.1 0.074
C 2.45446 0.07531 -0.11413 0.3 0.1 -0.1 -0.021
H 4.47737 -3.65632 -1.06857 -0.1 0.0 0.1 0.090
H -1.96615 -4.89580 -4.79733 0.0 -0.2 -0.2 0.120
C 5.45747 -6.02120 0.38466 0.3 -0.4 -0.2 -0.075
H -0.68952 4.04294 -3.88997 0.0 0.0 0.1 0.077
H 0.84179 5.23320 -2.56348 -0.1 0.0 -0.1 0.090
C -0.18127 -3.77619 -2.51564 0.4 0.0 0.2 -0.076
H -4.40128 -5.86146 -6.27827 0.0 0.1 0.1 0.074
H 1.80925 -0.59385 0.45332 0.1 0.1 0.1 0.051
H 2.15728 -5.53989 -4.59437 0.2 -0.1 0.0 0.069
H -2.30405 -1.89494 -1.70677 -0.1 -0.3 0.0 0.078
N -0.74372 4.83819 6.19704 -0.2 0.3 -0.1 -0.001
N 0.63691 -7.84263 -4.45542 0.1 0.3 -0.2 0.010
N 0.93367 1.98903 0.06461 0.2 -0.2 -0.2 0.025
C 3.82870 -4.41560 -1.50925 -0.1 0.1 0.0 -0.011
C -4.60010 8.31439 3.11064 -1.1 -1.0 -0.4 -0.351
H 4.85801 -5.16709 0.68811 0.0 -0.1 -0.1 0.075
O -5.21844 4.94692 1.40013 0.9 0.7 1.2 -0.027
O -1.08093 5.10853 -0.14081 0.4 -0.1 -0.3 -0.006
C 1.86706 -6.01237 -5.53462 0.0 0.1 -0.1 0.001
H -2.76742 7.22167 4.98563 0.1 -0.1 0.0 0.055
H -0.59515 6.21324 -2.99178 0.1 -0.1 -0.1 0.087
H -2.57185 5.49836 0.96399 -1.0 1.1 0.9 0.080
C -3.32462 -5.82032 -6.13046 0.3 -0.1 0.0 -0.084
C -4.59564 6.12931 1.86486 -0.2 2.3 1.4 -0.250
H -5.73428 -3.75126 -3.62166 0.2 0.0 0.0 0.082
N -1.43719 3.80647 -1.92666 0.3 0.5 0.2 0.013
H 3.07942 -4.73923 -0.78339 0.1 0.1 0.1 0.085
H -1.26525 -3.79966 -2.64628 0.2 0.1 0.1 0.041
C -1.31850 3.37667 -3.30622 -0.3 -0.4 0.2 -0.066
H 3.21451 0.51091 0.53629 -0.2 -0.2 -0.1 0.052
H 1.46337 1.17821 1.93963 0.0 0.0 -0.2 0.057
H -0.18291 1.83874 1.80142 0.1 0.0 0.2 0.085
C -2.23710 6.75308 5.81185 -0.1 0.0 0.0 0.007
H 5.22738 -1.13219 3.54860 -0.1 0.1 0.0 0.083
H -1.26004 7.52703 1.76468 -1.3 0.0 0.4 0.115
C -0.01153 5.79036 -2.17204 0.1 0.1 0.0 0.001
O -0.42086 -6.56751 -5.96204 0.0 0.1 0.1 0.011
H 3.31553 -3.97706 -2.36408 0.1 -0.1 0.0 0.078
H 0.18506 -4.79331 -2.34808 -0.1 -0.1 -0.2 0.077
O 4.67821 -5.94297 -3.14417 -0.2 0.0 0.1 0.017
H -2.52327 -1.68557 0.03632 0.2 0.0 0.0 0.083
H 1.21104 2.93950 1.88321 0.0 -0.1 0.2 0.083
C 3.13498 1.35285 5.95147 -0.3 0.4 -0.3 -0.076
H 6.50393 -5.83669 0.63512 -0.1 0.1 0.2 0.084
N -5.22014 9.30204 3.87363 4.4 -0.8 -1.8 -0.238
C -3.11226 8.49250 2.78865 -0.5 0.2 0.2 -0.340
H 5.88588 -7.04973 -1.42253 0.0 0.1 0.0 0.141
C 0.60911 -6.81638 -5.34412 -0.2 0.0 -0.1 -0.538
H -0.89220 2.37193 -3.31826 0.1 0.1 -0.2 0.082
O 1.58333 1.31569 -1.96993 -0.1 0.0 0.0 0.000
H -4.91154 4.26081 2.03116 -0.3 0.3 -0.7 0.114
C -0.87606 4.88965 -1.33122 -0.3 -0.2 0.1 -0.535
H 4.08383 -1.22735 4.89540 0.1 0.0 0.1 0.086
C -3.74622 -4.29451 -4.16152 0.4 0.0 0.0 -0.526
S -3.91996 10.36206 4.10952 0.0 -0.7 -0.4 0.892
H -5.58642 -5.38661 -4.28077 -0.1 0.0 -0.2 0.085
C 4.64713 -5.59435 -1.97142 0.1 -0.2 -0.3 -0.548
N 0.22719 -2.95607 -1.39112 -0.2 0.0 0.2 0.019
```
Positions in Å, forces in eV/Å.

Values from the calculation:
- DFT total energy: -76248.0888 eV
- Strongest force on any atom: 0.093 hartree/bohr
- Kohn-Sham gap: 7.875 eV



C6H12NO4S3 | ωB97M-V/def2-TZVPD

Structure (XYZ):
```
26
Properties=species:S:1:pos:R:3:forces:R:3:lowdin_charge:R:1
H 0.05456 -0.95694 -2.79638 0.1 0.0 -0.5 0.099
H -1.92608 1.50389 0.82853 -0.1 0.2 -0.1 -0.158
H 0.51370 -1.06033 1.25173 -0.8 -1.6 -0.3 0.015
C 2.15623 1.32700 0.23617 -0.1 1.9 1.1 -0.160
C 0.64106 -0.47656 -2.01567 -1.9 -1.1 -0.5 -0.088
O 0.31927 2.50655 -1.64233 -0.7 0.8 1.0 -0.380
C -0.89698 -2.66094 0.41582 -2.3 -0.4 1.7 -0.555
C -0.01827 -0.72628 -0.75312 4.1 1.4 3.6 -0.109
H -2.81260 -2.69704 1.21129 -0.1 -1.2 -0.5 0.073
N -1.96518 -2.18362 1.13104 -1.2 3.4 0.7 0.103
C 0.67187 1.15008 0.46858 -1.9 -1.1 -1.9 -0.771
H 2.71267 0.41463 0.39417 0.0 -0.6 -0.7 0.053
H 1.57799 -0.82910 -2.00522 3.6 -2.0 -0.2 0.040
O -1.01805 -3.80202 -0.01754 1.4 0.2 -0.5 0.006
H 0.79920 0.52990 -2.21130 -0.6 2.0 -0.5 0.032
H 2.25172 1.84345 -0.81856 0.4 -1.0 2.4 0.114
O -0.15908 3.72880 0.48620 0.0 -0.5 -0.3 -0.333
S 0.22981 0.79828 2.10826 0.8 0.5 0.7 0.509
O -1.67660 2.06277 -0.37481 -2.3 -0.7 -0.3 -0.375
H -2.26543 -1.14203 1.28039 1.9 -2.1 -0.3 0.008
S -0.30437 2.51587 -0.30120 4.0 0.3 -1.3 0.407
H 2.50882 1.90098 1.21246 -0.2 -0.1 -2.4 0.101
H 1.10020 -2.39706 0.18486 1.0 -0.2 -0.5 0.106
C 0.28237 -1.73637 0.36377 0.0 0.7 -1.6 -0.134
S -1.80876 0.83653 2.11162 -0.9 -0.1 0.9 0.352
H -0.96808 -0.45046 -0.74879 -4.3 1.1 0.1 0.045
```
Positions in Å, forces in eV/Å.

Values from the calculation:
- DFT total energy: -48601.4614 eV
- Energy above the lowest of the compared OMol25 structures with the same formula, charge and spin: 63.5 kcal/mol
- Strongest force on any atom: 0.110 hartree/bohr
- Kohn-Sham gap: 7.411 eV
- Net charge: -1



C4H9NO | ωB97M-V/def2-TZVPD

Structure (XYZ):
```
15
Properties=species:S:1:pos:R:3:forces:R:3:lowdin_charge:R:1
C 0.04346 0.11458 -0.14677 -0.1 0.1 0.5 -0.401
C -0.18716 1.59557 -0.15344 0.0 0.1 0.0 -0.029
C -1.07999 -0.79882 -0.70259 0.2 0.3 0.1 -0.349
H -0.26162 -1.40536 1.13593 -0.6 -0.3 -1.2 0.141
C 1.35126 -0.52521 -0.00202 0.4 0.0 -0.3 -0.073
H 2.23515 0.09604 0.02384 0.1 -0.1 0.0 0.119
H -2.02151 -0.18868 -0.75683 0.3 -0.4 0.4 0.109
H 0.75350 0.12794 1.95802 -0.1 -0.2 -0.4 0.153
H 1.44866 -1.53080 -0.39691 0.1 0.1 -0.1 0.129
H -0.84695 -0.99018 -1.78891 0.1 -0.1 0.6 0.122
H 0.72207 2.17134 0.03761 -0.1 0.0 0.0 0.080
N 0.51723 -0.50212 1.19122 -0.8 0.5 -0.3 0.069
H -0.93268 1.82049 0.61643 0.1 0.1 -0.1 0.091
H -0.62224 1.92185 -1.10627 0.2 -0.2 0.1 0.091
O -1.09458 -1.89513 0.10256 0.1 -0.2 0.6 -0.250
```
Positions in Å, forces in eV/Å.

Values from the calculation:
- DFT total energy: -7829.1219 eV
- SMILES: C[C@@]1(C[O-])C[NH2+]1
- Energy above the lowest of the compared OMol25 structures with the same formula, charge and spin: 73.7 kcal/mol
- Strongest force on any atom: 0.027 hartree/bohr
- Kohn-Sham gap: 8.855 eV



C2H4N4O2 | ωB97M-V/def2-TZVPD

Structure (XYZ):
```
12
Properties=species:S:1:pos:R:3:forces:R:3:lowdin_charge:R:1
H -1.19189 1.24906 -1.90743 -0.5 1.1 -2.5 0.086
H 1.80775 -1.55221 0.43564 0.9 -0.4 1.1 0.018
N -0.87558 -0.10031 0.84439 0.6 -2.7 3.5 -0.154
C -0.86945 0.71077 -1.11429 -0.1 -4.5 5.3 -0.093
O -1.36565 -0.60779 2.23204 2.2 5.6 -1.9 -0.023
N 1.21192 -1.32286 1.25820 -2.3 3.0 -5.0 0.075
H -1.04261 0.34270 2.74009 -1.5 -4.2 -1.7 0.208
C 0.39379 -0.52399 0.47388 0.4 -1.3 1.9 -0.353
N -1.67157 0.34404 -0.09905 0.0 3.0 -1.5 0.085
O 1.54280 0.11423 -1.98347 -2.5 4.7 3.1 -0.072
N 0.34474 0.08733 -0.82782 3.7 0.7 -3.0 0.012
H 1.71575 1.25903 -2.05219 -0.7 -5.1 0.5 0.211
```
Positions in Å, forces in eV/Å.

Values from the calculation:
- DFT total energy: -12185.9097 eV
- SMILES: [H]/N=c1\n(O)cnn1O
- Energy above the lowest of the compared OMol25 structures with the same formula, charge and spin: 174.8 kcal/mol
- Strongest force on any atom: 0.136 hartree/bohr
- Kohn-Sham gap: 7.642 eV



C13H19N5NaO2S2 | ωB97M-V/def2-TZVPD

Structure (XYZ):
```
42
Properties=species:S:1:pos:R:3:forces:R:3:lowdin_charge:R:1
C 1.49813 4.08243 -0.50737 0.0 -0.2 -0.1 -0.020
C -3.05779 -2.38181 -1.86390 0.1 0.0 0.0 -0.259
C -3.85174 -1.74990 -2.74931 0.0 -0.2 0.0 -0.402
H 0.12338 -4.35496 -0.72528 -0.1 0.0 0.1 0.127
H -4.53224 -2.19076 -3.45836 0.0 0.0 0.0 0.071
C -0.37248 4.68819 0.88558 0.0 0.0 0.0 -0.018
N 1.13851 -2.50711 -0.62637 0.2 -0.4 0.5 0.034
N 1.25938 6.34911 0.26477 0.0 -0.1 0.0 0.119
H -0.53122 -4.22032 1.52581 0.0 0.0 0.1 0.120
H -0.92830 5.43403 1.44061 0.0 0.0 0.0 0.117
H 2.41244 -0.89342 -0.27843 0.1 0.0 0.1 0.114
H -2.99468 -3.45438 -1.74928 0.0 0.0 0.0 0.102
H 1.58754 2.03175 -1.10076 0.0 0.0 0.0 0.108
H 2.44740 -2.26674 2.29234 0.1 0.1 0.0 0.125
C 0.46097 -3.79073 1.39923 -0.1 0.0 -0.3 -0.164
Na -2.17940 -1.17903 1.12272 -0.8 -1.0 0.6 0.553
H 0.64247 7.07203 0.58783 0.0 0.0 0.0 0.099
S -3.65050 -0.05252 -2.59971 -0.1 0.3 -0.2 1.089
H 0.06084 -2.18522 2.65165 0.0 -0.2 0.0 0.127
N -2.28341 -1.56800 -1.05275 0.1 0.2 -0.2 -0.054
H 1.68029 -0.71303 1.91005 -0.1 0.0 0.0 0.122
O -0.89853 0.34984 1.46762 0.6 0.7 -0.2 -0.385
H 2.40116 4.34812 -1.04343 0.0 0.0 0.0 0.115
C 2.24578 -1.86559 0.17105 -0.3 -0.1 -0.3 -0.090
O 0.44003 0.00953 -0.55639 -0.3 0.0 0.0 -0.348
C -0.11166 2.42297 0.14726 0.3 0.3 -0.1 -0.310
H -1.72846 3.12957 1.39149 0.0 -0.1 0.0 0.121
H 1.95709 6.64070 -0.39611 0.0 0.0 0.0 0.099
C -0.82240 3.38829 0.85937 0.0 -0.1 0.0 -0.048
H 1.81262 -4.42260 -0.21233 -0.1 -0.2 0.0 0.128
C 0.79709 5.05825 0.20389 0.0 0.2 0.0 -0.310
S -0.63661 0.77660 0.07513 0.3 0.5 0.3 0.627
C -2.49485 -0.28391 -1.34461 0.5 0.4 0.2 -0.745
N 0.41696 -2.37663 1.72395 -0.1 0.3 0.2 -0.078
H 3.12587 -2.49434 0.05798 0.0 0.0 0.1 0.131
H 0.32454 -1.87669 -0.53346 0.0 0.1 -0.1 0.105
C 1.74283 -1.75947 1.62427 0.1 -0.2 -0.1 -0.152
N -1.94636 0.83293 -0.77082 -0.6 -0.8 -0.4 -0.149
H 1.16023 -4.37137 2.01023 0.0 0.0 0.0 0.124
H 1.36754 -2.54296 -1.61703 0.1 0.0 0.0 0.185
C 1.04540 2.77653 -0.53721 0.0 0.2 0.0 -0.055
C 0.87211 -3.88936 -0.08994 0.2 0.3 -0.3 -0.074
```
Positions in Å, forces in eV/Å.

Values from the calculation:
- DFT total energy: -51417.0251 eV
- Energy above the lowest of the compared OMol25 structures with the same formula, charge and spin: 0.0 kcal/mol
- Strongest force on any atom: 0.027 hartree/bohr
- Kohn-Sham gap: 7.530 eV
- Net charge: +1